No. 1
# C17H15Li3N3O5

A molecular structure, C17H15Li3N3O5 (wB97M-V/def2-TZVPD, the OMol25 dataset).

The HOMO energy comes out at -11.581 eV. The gap between HOMO and LUMO is 8.31 eV. The net charge is +1. Its calculated total energy is -33191.931 eV.

Last column: natural (NBO) charge in e.
Cartesian coordinates (Å):
Li (-0.725, -4.736, -20.682)  0.98
Li (1.418, -6.399, -23.979)  0.93
Li (-2.600, -5.985, -24.046)  0.97
C (-0.600, -6.071, -22.766)  0.92
O (-0.494, -6.023, -24.050)  -0.94
O (-1.759, -5.841, -22.252)  -0.98
O (0.383, -5.949, -21.983)  -0.91
C (4.597, -4.393, -20.064)  -0.17
C (3.470, -5.048, -20.564)  -0.22
C (3.190, -6.319, -20.129)  -0.20
C (3.971, -7.006, -19.222)  0.01
C (5.029, -6.318, -18.647)  -0.17
C (5.345, -5.032, -19.075)  -0.21
N (3.658, -8.380, -18.894)  0.53
O (4.464, -8.982, -18.214)  -0.36
O (2.641, -8.861, -19.335)  -0.38
H (4.786, -3.356, -20.308)  0.22
H (2.902, -4.611, -21.374)  0.21
H (2.347, -6.765, -20.649)  0.25
H (5.671, -6.849, -17.954)  0.25
H (6.124, -4.484, -18.563)  0.23
N (-2.026, -9.397, -19.237)  -0.42
C (-2.294, -10.482, -18.516)  0.04
C (-3.221, -11.423, -18.914)  -0.25
C (-3.847, -11.291, -20.150)  -0.16
C (-3.570, -10.177, -20.913)  -0.27
C (-2.626, -9.286, -20.415)  0.02
H (-1.742, -10.608, -17.592)  0.20
H (-3.434, -12.304, -18.323)  0.22
H (-4.477, -12.109, -20.475)  0.22
H (-4.010, -10.009, -21.886)  0.21
H (-2.466, -8.358, -20.958)  0.18
N (2.001, -8.337, -23.927)  -0.57
C (2.909, -8.939, -24.708)  0.04
C (3.398, -10.203, -24.466)  -0.25
C (2.984, -10.843, -23.313)  -0.14
C (2.069, -10.236, -22.474)  -0.23
C (1.581, -8.996, -22.832)  0.03
H (3.275, -8.320, -25.519)  0.20
H (4.045, -10.690, -25.180)  0.24
H (3.362, -11.834, -23.094)  0.23
H (1.631, -10.731, -21.619)  0.25
H (0.923, -8.414, -22.197)  0.22

---

No. 2
# C45H114N6O9S3

9 unconnected molecules or ions with the total composition C45H114N6O9S3 (wB97M-V/def2-TZVPD, the OMol25 dataset).

The HOMO energy (alpha / beta) comes out at -9.994 / -9.994 eV. The gap between HOMO and LUMO (alpha / beta) is 8.08 / 2.93 eV. The net charge is +1. As for the spin multiplicity: 2. Its calculated total energy is -108373.946 eV. Its expectation value of S² is 0.754.

Last column: Mulliken spin population.
Cartesian coordinates (Å):
C (4.346, 12.932, -22.289)  0.00
C (4.083, 14.458, -22.436)  0.00
N (3.737, 14.839, -23.843)  0.00
C (2.685, 14.094, -24.506)  0.00
C (1.405, 14.021, -23.669)  0.00
C (3.511, 16.251, -23.975)  0.00
C (4.015, 16.692, -25.271)  0.00
H (3.447, 12.352, -22.497)  0.00
H (4.492, 12.798, -21.217)  0.00
H (5.042, 12.485, -22.998)  0.00
H (3.294, 14.711, -21.728)  0.00
H (5.020, 14.989, -22.268)  0.00
H (2.445, 14.483, -25.496)  0.00
H (3.066, 13.102, -24.751)  0.00
H (0.946, 14.995, -23.495)  0.00
H (0.649, 13.567, -24.311)  0.00
H (1.449, 13.574, -22.676)  0.00
H (3.949, 16.847, -23.175)  0.00
H (2.458, 16.494, -23.830)  0.00
H (5.096, 16.583, -25.356)  0.00
H (3.835, 17.752, -25.452)  0.00
H (3.556, 16.111, -26.071)  0.00
C (11.337, 19.233, -24.638)  0.00
C (11.759, 17.991, -25.403)  0.00
N (11.191, 16.728, -24.923)  0.00
C (11.417, 15.703, -25.918)  0.00
C (10.295, 15.588, -26.924)  0.00
C (11.780, 16.444, -23.614)  0.00
C (11.080, 15.344, -22.844)  0.00
H (10.313, 19.157, -24.272)  0.00
H (11.388, 20.157, -25.214)  0.00
H (11.974, 19.393, -23.768)  0.00
H (11.292, 18.078, -26.384)  0.00
H (12.845, 18.004, -25.495)  0.00
H (12.375, 15.783, -26.431)  0.00
H (11.349, 14.685, -25.532)  0.00
H (10.227, 14.606, -27.391)  0.00
H (9.328, 15.805, -26.470)  0.00
H (10.455, 16.302, -27.732)  0.00
H (11.843, 17.302, -22.946)  0.00
H (12.802, 16.113, -23.802)  0.00
H (10.001, 15.494, -22.835)  0.00
H (11.302, 15.289, -21.779)  0.00
H (11.172, 14.374, -23.333)  0.00
C (12.494, 9.605, -21.375)  0.00
C (11.095, 10.006, -21.922)  0.00
N (10.297, 10.833, -20.992)  0.00
C (8.943, 10.965, -21.612)  0.00
C (8.110, 9.725, -21.230)  0.00
C (10.927, 12.125, -20.739)  0.00
C (10.294, 12.980, -19.605)  0.00
H (12.553, 9.017, -20.460)  0.00
H (13.173, 10.442, -21.213)  0.00
H (12.994, 9.017, -22.145)  0.00
H (11.265, 10.538, -22.859)  0.00
H (10.621, 9.073, -22.228)  0.00
H (8.441, 11.890, -21.331)  0.00
H (9.089, 11.060, -22.688)  0.00
H (7.910, 9.884, -20.170)  0.00
H (7.205, 9.649, -21.833)  0.00
H (8.648, 8.780, -21.300)  0.00
H (11.025, 12.663, -21.682)  0.00
H (11.968, 12.015, -20.436)  0.00
H (10.299, 12.432, -18.663)  0.00
H (9.308, 13.287, -19.954)  0.00
H (10.867, 13.906, -19.549)  0.00
C (10.799, 8.655, -25.428)  0.01
C (9.951, 9.596, -26.284)  0.03
N (9.265, 8.982, -27.456)  0.76
C (8.490, 9.986, -28.190)  -0.07
C (9.307, 11.146, -28.808)  0.03
C (8.354, 7.857, -27.118)  0.02
C (7.734, 7.149, -28.237)  0.03
H (11.350, 9.127, -24.614)  0.00
H (11.486, 8.139, -26.099)  -0.01
H (10.238, 7.893, -24.887)  0.00
H (9.296, 10.087, -25.565)  0.02
H (10.717, 10.271, -26.667)  0.01
H (7.689, 10.366, -27.557)  0.09
H (7.995, 9.526, -29.045)  0.01
H (8.624, 11.607, -29.521)  0.00
H (10.183, 10.728, -29.304)  0.00
H (9.503, 11.877, -28.023)  0.00
H (8.841, 7.109, -26.492)  0.01
H (7.528, 8.235, -26.517)  0.05
H (6.981, 7.786, -28.701)  0.00
H (8.444, 6.947, -29.039)  0.00
H (7.282, 6.212, -27.913)  0.00
C (6.146, 13.896, -29.463)  0.00
C (5.386, 13.016, -28.439)  0.00
N (4.067, 12.570, -28.914)  0.00
C (3.564, 11.595, -27.982)  0.00
C (4.144, 10.154, -28.264)  0.00
C (3.183, 13.717, -29.034)  0.00
C (1.906, 13.255, -29.728)  0.00
H (7.181, 13.947, -29.126)  0.00
H (5.726, 14.889, -29.619)  0.00
H (6.279, 13.309, -30.371)  0.00
H (6.070, 12.177, -28.304)  0.00
H (5.261, 13.494, -27.468)  0.00
H (3.629, 11.759, -26.906)  0.00
H (2.511, 11.450, -28.225)  0.00
H (3.865, 9.523, -27.421)  0.00
H (3.677, 9.771, -29.172)  0.00
H (5.212, 10.044, -28.448)  0.00
H (3.670, 14.516, -29.595)  0.00
H (3.114, 14.262, -28.093)  0.00
H (1.081, 13.095, -29.034)  0.00
H (2.030, 12.404, -30.397)  0.00
H (1.576, 14.038, -30.411)  0.00
C (5.108, 6.516, -24.309)  0.00
C (5.007, 7.203, -22.950)  0.00
N (3.581, 7.432, -22.683)  0.00
C (3.453, 8.149, -21.397)  0.00
C (3.821, 9.579, -21.427)  0.00
C (2.778, 6.222, -22.605)  0.00
C (3.328, 5.110, -21.757)  0.00
H (6.135, 6.299, -24.601)  0.00
H (4.548, 7.011, -25.103)  0.00
H (4.649, 5.533, -24.209)  0.00
H (5.480, 6.739, -22.085)  0.00
H (5.537, 8.155, -22.974)  0.00
H (2.435, 8.228, -21.014)  0.00
H (4.121, 7.759, -20.630)  0.00
H (3.212, 10.084, -22.176)  0.00
H (3.645, 10.081, -20.476)  0.00
H (4.890, 9.699, -21.606)  0.00
H (2.368, 5.839, -23.539)  0.00
H (1.868, 6.504, -22.075)  0.00
H (3.521, 5.494, -20.755)  0.00
H (4.256, 4.705, -22.162)  0.00
H (2.704, 4.217, -21.722)  0.00
O (9.420, 12.850, -24.573)  0.00
S (8.103, 12.965, -25.204)  0.00
O (7.941, 13.250, -26.620)  0.01
O (7.134, 11.621, -24.731)  -0.03
C (5.897, 11.523, -25.373)  -0.02
C (5.266, 10.304, -24.760)  0.00
C (7.109, 14.298, -24.340)  0.00
H (6.011, 11.342, -26.442)  0.05
H (5.219, 12.353, -25.176)  0.00
H (5.348, 10.347, -23.674)  0.00
H (5.817, 9.478, -25.211)  0.02
H (4.205, 10.273, -25.011)  0.00
H (7.588, 15.260, -24.519)  0.00
H (6.976, 14.101, -23.276)  0.00
H (6.151, 14.309, -24.861)  0.00
O (8.560, 21.877, -24.843)  0.00
S (7.341, 21.048, -24.682)  0.00
O (6.884, 20.038, -25.651)  0.00
O (7.519, 20.431, -23.161)  0.00
C (6.557, 19.492, -22.642)  0.00
C (7.101, 18.106, -22.971)  0.00
C (5.898, 22.178, -24.235)  0.00
H (5.572, 19.492, -23.108)  0.00
H (6.535, 19.534, -21.553)  0.00
H (6.377, 17.319, -22.759)  0.00
H (8.053, 17.919, -22.473)  0.00
H (7.258, 18.019, -24.046)  0.00
H (5.749, 22.906, -25.033)  0.00
H (6.244, 22.760, -23.380)  0.00
H (4.969, 21.634, -24.067)  0.00
O (1.235, 11.444, -25.906)  0.00
S (0.419, 10.236, -25.617)  0.00
O (-0.640, 10.232, -24.635)  0.00
O (-0.182, 9.761, -27.065)  0.00
C (-1.034, 10.642, -27.739)  0.00
C (-1.814, 9.941, -28.828)  0.00
C (1.529, 8.723, -25.273)  0.00
H (-0.388, 11.394, -28.192)  0.00
H (-1.691, 11.060, -26.975)  0.00
H (-1.069, 9.297, -29.296)  0.00
H (-2.311, 10.623, -29.518)  0.00
H (-2.674, 9.361, -28.494)  0.00
H (1.993, 8.898, -24.302)  0.00
H (2.239, 8.626, -26.093)  0.00
H (0.874, 7.859, -25.162)  0.00

---

No. 3
# C6H15N4O

A gas-phase ion, C6H15N4O (charge +1) (wB97M-V/def2-TZVPD, the OMol25 dataset).

As for the structure (SMILES): CCCN(N)[C@]1(C)[NH+]=CNO1. The HOMO energy comes out at -13.146 eV. The gap between HOMO and LUMO is 9.19 eV. The net charge is +1. Its calculated total energy is -14462.490 eV.

Last column: natural (NBO) charge in e.
Cartesian coordinates (Å):
C (-3.083, -0.306, 1.167)  -0.60
C (-1.837, -0.227, 0.082)  -0.43
C (-0.858, 0.864, 0.312)  -0.25
N (0.422, 0.317, 0.795)  -0.32
N (0.436, -0.618, 1.917)  -0.63
C (1.307, -0.173, -0.333)  0.56
C (2.177, -1.325, 0.046)  -0.65
N (2.160, 0.905, -0.977)  -0.54
C (1.646, 1.288, -2.115)  0.33
N (0.782, 0.374, -2.517)  -0.23
O (0.454, -0.544, -1.501)  -0.34
H (-2.678, -0.184, 2.139)  0.20
H (-3.908, 0.543, 1.073)  0.22
H (-3.503, -1.282, 1.054)  0.22
H (-2.123, -0.197, -0.950)  0.22
H (-1.287, -1.213, 0.305)  0.19
H (-0.730, 1.585, -0.426)  0.21
H (-1.069, 1.680, 1.203)  0.22
H (0.363, 0.029, 2.706)  0.37
H (-0.422, -1.118, 1.899)  0.34
H (3.054, -1.011, 0.728)  0.25
H (2.713, -1.605, -0.841)  0.23
H (1.515, -2.055, 0.401)  0.25
H (2.761, 1.484, -0.459)  0.44
H (1.734, 2.298, -2.552)  0.27
H (-0.025, 0.491, -3.153)  0.45